A molecular structure, C43H52AsFGeN2O2RuSi3 in a non-equilibrium geometry, computed with ωB97M-V/def2-TZVPD.

The calculation puts the maximum force at 3.285 eV/Å. The LUMO energy (alpha / beta) is -2.113 / -2.095 eV. As for the HOMO energy (alpha / beta): -7.3 / -7.2 eV. The spin multiplicity is 1. The value obtained for the frontier orbital gap (alpha / beta) is 5.141 / 5.094 eV.

Last column: Löwdin charge in e.
Atoms and positions in Å:
Ru (0.1943, -0.2663, 0.8050)  0.76
O (3.0550, 2.2386, 2.6634)  0.07
C (2.1102, 1.7031, 2.1117)  -0.63
O (2.1527, 0.9925, 1.0638)  -0.17
C (0.6981, 1.9292, 2.6781)  -0.18
C (0.4973, 2.9630, 3.6065)  0.02
C (-0.7787, 3.3096, 3.9551)  0.02
C (-1.8611, 2.6210, 3.3655)  -0.15
C (-3.2068, 2.9746, 3.5745)  -0.02
C (-4.2151, 2.2997, 2.9451)  -0.06
C (-3.9243, 1.2040, 2.1205)  -0.05
C (-2.6283, 0.8233, 1.9072)  -0.05
C (-1.5709, 1.5440, 2.4892)  -0.26
N (-0.2950, 1.2177, 2.1764)  -0.01
H (1.3700, 3.4629, 3.9934)  0.12
H (-0.9736, 4.1169, 4.6455)  0.13
H (-3.4178, 3.7979, 4.2419)  0.12
H (-5.2438, 2.5994, 3.0804)  0.11
H (-4.7289, 0.6566, 1.6561)  0.11
H (-2.3825, -0.0395, 1.2926)  0.08
C (1.8517, -1.4731, 3.3195)  -0.18
Si (0.0210, -1.9890, 3.5506)  0.46
C (-1.0049, -0.7530, 4.6145)  -0.15
C (0.0618, -3.5245, 4.6921)  -0.20
N (-0.5951, -2.0586, 1.9301)  -0.16
C (-1.2431, -3.0672, 1.3057)  -0.34
C (-1.4436, -4.3567, 1.8393)  -0.03
C (-2.0900, -5.3463, 1.1332)  -0.10
C (-2.5773, -5.1261, -0.1483)  -0.11
C (-2.4180, -3.8691, -0.7121)  -0.04
C (-1.7774, -2.8930, 0.0145)  -0.24
F (-1.6399, -1.6384, -0.5500)  -0.08
H (2.1540, -0.7060, 4.0247)  0.04
H (2.0236, -1.0792, 2.3119)  -0.05
H (2.5193, -2.3204, 3.4524)  0.03
H (-1.1630, -1.1714, 5.6030)  0.02
H (-1.9846, -0.5344, 4.1992)  0.02
H (-0.4806, 0.1886, 4.7429)  0.01
H (0.5487, -3.2343, 5.6190)  0.03
H (0.6165, -4.3662, 4.2890)  0.02
H (-0.9382, -3.8625, 4.9511)  0.03
H (-1.0779, -4.5608, 2.8278)  0.07
H (-2.2116, -6.3123, 1.6004)  0.10
H (-3.0783, -5.9127, -0.6891)  0.10
H (-2.7856, -3.6394, -1.6996)  0.12
C (4.7696, -0.6331, 1.1121)  -0.19
Si (3.9888, -1.2383, -0.5232)  0.40
C (4.6202, -0.1638, -1.9823)  -0.20
C (4.6094, -3.0593, -0.7235)  -0.23
As (1.5867, -1.5458, -0.5891)  0.92
Si (1.0473, -2.6475, -2.6691)  0.38
C (2.4263, -2.5285, -4.0021)  -0.21
C (0.9066, -4.5097, -2.1989)  -0.21
C (-0.5676, -2.0410, -3.5070)  -0.19
H (5.8540, -0.6551, 1.0487)  0.03
H (4.4782, -1.2597, 1.9499)  0.02
H (4.4740, 0.3835, 1.3475)  0.01
H (5.6982, -0.2362, -2.0918)  0.03
H (4.3709, 0.8784, -1.8062)  0.02
H (4.1687, -0.4552, -2.9254)  0.00
H (5.6907, -3.1282, -0.6614)  0.03
H (4.2988, -3.4933, -1.6695)  0.00
H (4.1901, -3.6794, 0.0664)  0.02
H (3.4112, -2.6517, -3.5655)  0.00
H (2.4098, -1.5832, -4.5320)  0.02
H (2.2842, -3.3112, -4.7385)  0.03
H (1.8970, -4.9292, -2.0428)  0.02
H (0.4169, -5.0879, -2.9758)  0.03
H (0.3449, -4.6419, -1.2778)  0.00
H (-0.4219, -1.0891, -4.0096)  0.01
H (-1.3715, -1.8903, -2.7973)  0.00
H (-0.9187, -2.7518, -4.2491)  0.04
C (-2.3896, 5.3802, 0.9983)  -0.09
C (-3.1592, 4.4787, 0.2854)  -0.08
C (-2.5834, 3.3361, -0.2401)  -0.10
C (-1.2313, 3.0695, -0.0773)  -0.29
C (-0.4714, 3.9886, 0.6377)  -0.15
C (-1.0366, 5.1356, 1.1669)  -0.09
Ge (-0.3588, 1.4498, -0.8644)  0.98
C (1.0203, 2.3085, -2.0257)  -0.30
C (1.1079, 3.6863, -2.1714)  -0.09
C (1.9688, 4.2508, -3.0953)  -0.08
C (2.7498, 3.4424, -3.9023)  -0.09
C (2.6727, 2.0668, -3.7708)  -0.10
C (1.8196, 1.5123, -2.8344)  -0.17
C (-1.7212, 0.9980, -2.2709)  -0.30
C (-2.9810, 0.5300, -1.9207)  -0.16
C (-3.9753, 0.3604, -2.8673)  -0.08
C (-3.7157, 0.6420, -4.1969)  -0.09
C (-2.4629, 1.0980, -4.5662)  -0.08
C (-1.4796, 1.2774, -3.6093)  -0.12
H (-2.8338, 6.2722, 1.4151)  0.10
H (-4.2144, 4.6629, 0.1326)  0.10
H (-3.1936, 2.6441, -0.8062)  0.09
H (0.5875, 3.8073, 0.7720)  0.11
H (-0.4189, 5.8361, 1.7105)  0.11
H (0.4735, 4.3287, -1.5797)  0.09
H (2.0155, 5.3252, -3.1985)  0.10
H (3.4087, 3.8793, -4.6374)  0.10
H (3.2707, 1.4293, -4.4084)  0.10
H (1.7393, 0.4284, -2.7441)  0.05
H (-3.1966, 0.2908, -0.8894)  0.08
H (-4.9526, 0.0104, -2.5660)  0.10
H (-4.4868, 0.5027, -4.9397)  0.10
H (-2.2553, 1.3224, -5.6044)  0.10
H (-0.5139, 1.6541, -3.9088)  0.09